Arrangement P

C5H4N2O in the gas phase, computed with ωB97M-V/def2-TZVPD.

Last column: Mulliken charge in e.
Geometry (Å):
C  1.05  -0.75  -1.46  -0.8148
C  0.28  -0.18  -0.44  0.6877
C  0.58  -0.53  0.94  -0.3841
N  -0.23  -0.28  1.97  -0.5284
C  -0.98  0.96  1.61  0.1109
N  -1.39  1.32  0.43  -0.4070
C  -0.94  0.45  -0.84  0.5301
O  -1.56  0.56  -2.00  -0.5410
H  1.83  -1.51  -1.17  0.1783
H  1.09  -0.72  -2.53  0.3285
H  1.32  -1.14  1.04  0.5447
H  -1.04  1.82  2.45  0.2948

Net charge: 0
Lowest unoccupied orbital energy: -1.7 eV

=====

Arrangement Q

C5H4N2O in the gas phase, computed with ωB97M-V/def2-TZVPD.

Last column: Mulliken charge in e.
Geometry (Å):
C  -1.78  -0.76  0.03  -0.8367
C  -0.46  -0.38  -0.01  0.3696
C  0.64  -1.26  -0.12  -0.1469
N  1.82  -0.88  -0.01  -0.4147
N  2.32  0.46  -0.10  -0.3549
C  1.37  1.32  0.11  -0.2396
C  -0.12  0.96  0.04  0.8222
O  -0.93  1.93  -0.12  -0.6084
H  -2.31  -1.67  -0.09  0.3967
H  -2.41  0.20  -0.02  0.2574
H  0.25  -2.27  0.16  0.3046
H  1.61  2.34  0.11  0.4508

Net charge: 0
Lowest unoccupied orbital energy: -1.8 eV

=====

Arrangement R

C5H4N2O in the gas phase, computed with ωB97M-V/def2-TZVPD.

Last column: Mulliken charge in e.
Geometry (Å):
C  0.23  -1.37  -1.24  -0.4547
N  -0.84  -1.94  -0.47  -0.5322
N  -1.45  -0.85  0.15  -0.0360
C  -0.62  0.18  0.31  0.5072
C  -0.33  1.29  1.18  -0.7297
O  0.86  1.69  0.73  -0.2474
C  1.27  1.02  -0.25  -0.3843
C  0.47  -0.04  -0.57  0.5517
H  0.76  -1.91  -2.18  0.2835
H  -1.92  -1.30  1.00  0.3104
H  -0.67  2.08  2.00  0.2643
H  2.23  1.14  -0.65  0.4671

Net charge: 0
Lowest unoccupied orbital energy: 0.7 eV

=====

The relative energies come out as arrangement P 0.277; arrangement Q 0.000; arrangement R 0.474, with values in eV.